DFT (ωB97M-V/def2-TZVPD) results for a molecular structure, C31H19Br4MnN5O5.

```
! RIJCOSX wB97M-V def2-TZVPD def2/J DEFGRID3
* xyz -1 5
Mn 0.27826 -2.36337 0.44750
O 1.64274 -1.75899 1.58922
C 1.83670 -1.16889 2.72774
C 3.11169 -1.27577 3.32755
C 3.40845 -0.63472 4.50679
C 2.44824 0.14093 5.15722
C 1.19307 0.24545 4.59541
C 0.86143 -0.38556 3.39218
C -0.49263 -0.28953 2.85863
N -0.99761 -0.96330 1.84554
C -2.33653 -0.66958 1.80101
C -2.65048 0.21773 2.77884
N -1.46906 0.46186 3.43966
H 3.84559 -1.88058 2.81226
H 4.39874 -0.73935 4.93466
H 2.67492 0.64048 6.08916
H 0.44681 0.83008 5.12196
H -2.99440 -1.15720 1.10273
H -3.57777 0.67764 3.06728
H -1.34793 1.06468 4.23077
Br -3.88538 -7.65082 -0.87196
C -2.77358 -6.40089 0.00834
C -2.50912 -6.51803 1.36347
Br -3.25341 -7.93535 2.37057
C -1.68439 -5.58152 2.00394
Br -1.28255 -5.65860 3.84649
C -1.12102 -4.53768 1.28618
O -0.34439 -3.60376 1.78337
C -1.39658 -4.41850 -0.09980
O -0.82851 -3.38554 -0.69605
C -2.21267 -5.34390 -0.72561
Br -2.52874 -5.09546 -2.56924
C -0.57403 6.05718 0.37119
O 0.52218 5.19531 0.16120
C 0.66336 4.65624 -1.08498
C 1.64138 3.66889 -1.21291
C 1.85502 3.05352 -2.42659
C 1.09324 3.41783 -3.53768
C 0.16530 4.43607 -3.41846
C -0.07461 5.04830 -2.19294
N 1.30634 2.89343 -4.86159
N 1.47095 1.68276 -5.08301
C 1.36339 0.69978 -4.05324
C 2.39042 -0.21008 -3.96706
C 2.47001 -1.14774 -2.93496
C 1.47510 -1.21977 -1.96211
O 1.53975 -2.04044 -0.97226
C 0.33057 -0.35086 -2.11415
N -0.66222 -0.52085 -1.20773
C -1.76050 0.17244 -1.35763
C -1.96325 1.08047 -2.41486
C -0.95605 1.29119 -3.31016
C 0.25804 0.58405 -3.16803
H -0.59630 6.26731 1.43771
H -1.51343 5.58247 0.07390
H -0.45609 6.99733 -0.17673
H 2.21211 3.38634 -0.33884
H 2.60032 2.27360 -2.50575
H -0.38497 4.74563 -4.29821
H -0.82006 5.82732 -2.12522
H 3.17994 -0.15215 -4.70715
H 3.30452 -1.83150 -2.86962
H -2.54337 0.02010 -0.62732
H -2.91011 1.59586 -2.50433
H -1.08684 1.97800 -4.13626
*
```

Calculated values
⟨S²⟩ = 6.038
Energy above the lowest of the compared OMol25 structures with the same formula, charge and spin = 13.0 kcal per mole
HOMO level (alpha / beta) = -4.75 / -4.88 eV
Orbital gap (alpha / beta) = 0.25013 / 0.25497 Eh
Energy = -13289.91898 Ha


DFT (ωB97M-V/def2-TZVPD) results for a molecular structure, C31H20Br2F5IrN2P at a distorted geometry.

```
! RIJCOSX wB97M-V def2-TZVPD def2/J DEFGRID3
* xyz -1 5
Ir 0.09806 -0.48600 0.37806
F -3.60030 6.43065 -0.99465
C -2.96613 5.39763 -0.43069
C -3.12923 5.13964 0.91906
F -3.90987 5.93766 1.65686
C -2.46705 4.07407 1.49300
F -2.61628 3.92902 2.81637
C -1.65099 3.21066 0.75989
P -0.94748 1.65749 1.49172
C -2.35959 1.06986 2.50977
C -3.34111 0.34249 1.83705
C -4.43093 -0.17834 2.51961
C -4.53900 -0.00220 3.89173
C -3.55893 0.70908 4.57232
C -2.48168 1.24966 3.88627
C 0.24927 2.32513 2.68817
C 0.73866 1.50525 3.70429
C 1.76089 1.94467 4.52685
C 2.31539 3.20380 4.34258
C 1.84163 4.02102 3.32861
C 0.81711 3.58300 2.50277
C -1.45850 3.53239 -0.59586
Br -0.24067 2.55198 -1.63080
C -2.11601 4.60110 -1.17613
F -1.94017 4.90961 -2.46508
H -3.24081 0.16035 0.77406
H -5.18471 -0.73314 1.97479
H -5.38277 -0.41664 4.42995
H -3.63724 0.85465 5.64278
H -1.73414 1.81400 4.42680
H 0.34772 0.50225 3.82683
H 2.15405 1.28418 5.28910
H 3.13421 3.53208 4.97001
H 2.28331 4.99592 3.16418
H 0.47142 4.21887 1.69625
N -1.27442 -2.09047 2.56859
C -0.76426 -1.42765 1.73382
H -2.04223 -2.19611 3.19737
C -1.44096 -0.83255 -0.81858
C -2.62862 -0.80332 -1.52526
C -3.35528 0.40902 -1.76437
C -4.55083 0.41672 -2.44976
C -5.09992 -0.76567 -2.94887
C -4.41293 -1.96581 -2.74572
C -3.21835 -1.99348 -2.06180
H -2.93953 1.33954 -1.39524
H -5.06632 1.35793 -2.60675
H -6.03809 -0.75202 -3.48872
H -4.82494 -2.89114 -3.13352
H -2.69351 -2.92902 -1.91167
F 1.17813 0.16854 -1.17524
Br 5.71578 0.71413 4.05193
C 4.20175 0.29808 2.97432
C 3.84306 1.14736 1.88164
C 2.72517 0.83823 1.16959
N 1.91877 -0.22969 1.45573
C 2.30965 -1.06286 2.49977
C 3.42789 -0.82799 3.25256
H 4.42576 2.01914 1.62186
H 2.41848 1.44027 0.32399
H 1.68526 -1.92236 2.69832
H 3.68633 -1.50510 4.05579
*
```

Calculated values
⟨S²⟩ = 6.071
Energy above the lowest of the compared OMol25 structures with the same formula, charge and spin = 15.4 kcal per mole
HOMO level (alpha / beta) = -1.04 / -5.37 eV
Orbital gap (alpha / beta) = 0.10323 / 0.25774 Eh
Energy = -7395.75248 Ha


DFT (ωB97M-V/def2-TZVPD) results for a molecular structure, C31H20BrF5N4O3RuSTe at a distorted geometry.

```
! RIJCOSX wB97M-V def2-TZVPD def2/J DEFGRID3
* xyz -1 2
Ru -0.30546 -0.51827 -0.49252
C 1.75324 3.39889 3.48146
C 0.54601 2.94442 4.00327
C -0.30783 2.17979 3.22756
C 0.05869 1.85966 1.92558
C 1.24051 2.33570 1.39105
C 2.09329 3.10348 2.17017
N -0.79640 1.09158 1.06135
N -2.00400 1.27339 1.30975
C -2.85250 0.61701 0.42960
C -4.21780 0.90056 0.52192
C -5.09251 0.30294 -0.35589
C -4.58522 -0.59863 -1.29618
C -3.23275 -0.88678 -1.35325
C -2.30912 -0.25817 -0.50466
H 2.42090 3.98938 4.09615
H 0.26929 3.18836 5.02115
H -1.24906 1.81603 3.61501
H 1.46219 2.13097 0.35415
H 3.01964 3.46742 1.74383
H -4.55285 1.59602 1.28133
H -6.15250 0.51590 -0.30949
H -5.25794 -1.09594 -1.98521
H -2.90792 -1.64191 -2.05432
Br -0.65237 3.11470 -1.59949
C -1.21591 1.91589 -2.95604
C -1.80085 2.44177 -4.09664
C -2.15593 1.55504 -5.10062
C -1.90789 0.20535 -4.92752
C -1.33398 -0.20521 -3.73664
N -1.01288 0.63317 -2.75924
C -1.09810 -1.67815 -3.48709
O -1.70181 -2.48857 -4.14719
O -0.29956 -2.01246 -2.47863
H -1.96433 3.50547 -4.18467
H -2.61803 1.92159 -6.00833
H -2.13819 -0.53664 -5.67727
S 2.49146 -1.41014 3.30367
C 3.59994 -0.50033 2.33530
C 4.90554 -0.12673 2.64158
C 5.61067 0.59178 1.69741
C 5.02433 0.92026 0.46892
C 3.73028 0.55098 0.16754
C 3.00026 -0.16320 1.11916
N 1.67964 -0.59117 0.99847
C 1.30809 -1.27965 2.02447
C 0.01966 -1.96223 2.07752
C -0.23750 -2.84801 3.12548
C -1.38590 -3.61216 3.13968
C -2.26595 -3.50125 2.07346
C -2.01507 -2.61542 1.03644
C -0.88684 -1.79054 1.00681
H 5.35221 -0.39965 3.58888
H 6.63157 0.88807 1.90312
H 5.60097 1.46539 -0.26732
H 3.28052 0.77576 -0.78906
H 0.48785 -2.95973 3.92373
H -1.57894 -4.30072 3.95223
H -3.16274 -4.10919 2.04533
H -2.73070 -2.57433 0.22925
F 1.08906 -1.12292 -4.30701
Te 1.81836 -1.44992 -2.54480
F 3.42378 -1.77979 -1.54502
F 3.25704 -0.74844 -3.59166
F 2.09503 -3.15357 -3.22738
F 1.30810 -2.44008 -0.91765
O 1.40923 0.16323 -1.79099
*
```

Calculated values
⟨S²⟩ = 0.757
Energy above the lowest of the compared OMol25 structures with the same formula, charge and spin = 60.4 kcal per mole
HOMO level (alpha / beta) = -5.60 / -5.54 eV
Orbital gap (alpha / beta) = 0.26880 / 0.26458 Eh
Energy = -5472.59036 Ha